{"formula": "CH5BrP2", "method": "wB97M-V/def2-TZVPD", "charge": 0, "molar_mass_g_mol": 158.90, "spin_multiplicity": 1, "relative_energy_ev": 3.248, "homo_lumo_gap_ev": 8.155, "homo_energy_ev": -8.01, "symbols": ["C", "P", "P", "Br", "H", "H", "H", "H", "H"], "positions_angstrom": [[1.157, 0.289, 0.957], [-2.054, 0.257, 0.031], [0.018, -0.441, -0.131], [2.874, -0.547, 0.177], [1.194, 0.068, 2.102], [-1.443, 1.580, 0.066], [-2.143, 0.453, -1.500], [0.621, 0.179, -1.219], [-0.224, -1.837, -0.483]], "atomic_forces_ev_per_a": [[0.7, -1.1, 2.2], [0.5, 1.5, -2.0], [0.4, 0.1, -0.1], [-0.7, 0.5, 0.5], [-0.3, 0.2, -2.2], [-0.6, -0.5, 0.3], [0.1, -0.6, 1.9], [-0.5, -0.6, -0.8], [0.4, 0.6, 0.1]]}

=====

{"formula": "C48H65F4N2O38S2", "method": "wB97M-V/def2-TZVPD", "charge": -1, "molar_mass_g_mol": 1418.15, "spin_multiplicity": 1, "homo_lumo_gap_ev": 6.082, "homo_energy_ev": -4.75, "symbols": ["C", "C", "C", "C", "C", "C", "C", "N", "C", "S", "N", "C", "S", "C", "O", "O", "C", "F", "F", "C", "F", "F", "H", "H", "H", "H", "H", "H", "H", "H", "H", "H", "H", "H", "H", "H", "H", "H", "H", "C", "C", "O", "C", "O", "O", "H", "H", "H", "H", "C", "C", "O", "C", "O", "O", "H", "H", "H", "H", "C", "C", "O", "C", "O", "O", "H", "H", "H", "H", "C", "C", "O", "C", "O", "O", "H", "H", "H", "H", "C", "C", "O", "C", "O", "O", "H", "H", "H", "H", "C", "C", "O", "C", "O", "O", "H", "H", "H", "H", "C", "C", "O", "C", "O", "O", "H", "H", "H", "H", "C", "C", "O", "C", "O", "O", "H", "H", "H", "H", "C", "C", "O", "C", "O", "O", "H", "H", "H", "H", "C", "C", "O", "C", "O", "O", "H", "H", "H", "H", "C", "C", "O", "C", "O", "O", "H", "H", "H", "H", "C", "C", "O", "C", "O", "O", "H", "H", "H", "H"], "positions_angstrom": [[-2.448, -1.958, -2.960], [-2.133, -0.686, -1.992], [-0.788, 0.092, -2.480], [0.018, 0.731, -1.243], [-0.260, 2.302, -1.013], [0.884, 3.016, -0.093], [0.547, 2.854, 1.492], [0.412, 1.409, 1.842], [-0.737, 1.119, 2.725], [-0.936, 2.281, 4.185], [-0.806, -0.268, 3.269], [-1.853, -0.446, 3.993], [-3.064, -0.745, 5.074], [-2.104, 1.301, 1.835], [-2.561, 0.398, 1.070], [-2.783, 2.498, 1.941], [1.666, 0.792, 2.268], [2.827, 1.493, 1.755], [1.873, 0.811, 3.709], [1.860, -0.727, 1.701], [2.389, -1.615, 2.671], [2.736, -0.656, 0.554], [-2.323, -1.691, -4.057], [-1.794, -2.844, -2.631], [-3.547, -2.235, -2.760], [-3.029, 0.032, -1.953], [-1.966, -1.149, -0.947], [-0.132, -0.738, -2.944], [-1.008, 0.891, -3.261], [-0.342, 0.168, -0.301], [1.134, 0.490, -1.338], [-1.309, 2.493, -0.573], [-0.136, 2.792, -2.055], [1.024, 4.115, -0.372], [1.875, 2.500, -0.362], [1.317, 3.422, 2.154], [-0.431, 3.454, 1.627], [-0.916, 3.600, 3.744], [0.848, -1.069, 1.265], [2.094, -2.579, -6.095], [3.212, -1.600, -5.898], [2.531, -0.355, -5.791], [1.260, -0.627, -5.381], [0.471, 0.202, -5.032], [1.005, -1.963, -5.420], [2.313, -3.553, -5.666], [1.829, -2.707, -7.150], [3.768, -1.778, -4.975], [3.910, -1.590, -6.735], [5.594, 0.646, 3.552], [6.177, 1.706, 4.437], [7.549, 1.343, 4.514], [7.828, 0.601, 3.406], [8.933, 0.276, 3.073], [6.695, 0.280, 2.728], [4.763, 1.015, 2.950], [5.263, -0.233, 4.112], [6.099, 2.706, 4.000], [5.722, 1.717, 5.429], [1.483, 8.385, -0.327], [0.267, 8.869, 0.403], [-0.540, 7.705, 0.488], [0.294, 6.631, 0.390], [-0.037, 5.499, 0.590], [1.552, 7.013, 0.035], [2.388, 8.911, -0.025], [1.376, 8.459, -1.413], [0.497, 9.216, 1.415], [-0.252, 9.664, -0.135], [-5.538, -2.779, 2.964], [-5.798, -3.352, 4.318], [-6.127, -4.707, 4.039], [-5.564, -5.013, 2.837], [-5.507, -6.123, 2.381], [-5.076, -3.902, 2.221], [-4.785, -1.990, 2.983], [-6.446, -2.392, 2.491], [-4.912, -3.329, 4.960], [-6.620, -2.851, 4.831], [3.829, 4.196, 5.766], [2.809, 4.979, 6.536], [2.152, 5.730, 5.525], [2.327, 5.059, 4.352], [1.765, 5.322, 3.331], [3.224, 4.046, 4.493], [4.034, 3.223, 6.215], [4.772, 4.738, 5.647], [2.075, 4.337, 7.032], [3.261, 5.639, 7.278], [3.329, -7.095, -5.602], [4.422, -7.218, -4.587], [5.178, -6.030, -4.787], [4.347, -5.118, -5.359], [4.617, -3.958, -5.509], [3.172, -5.688, -5.738], [2.399, -7.559, -5.271], [3.607, -7.515, -6.572], [4.043, -7.228, -3.561], [5.040, -8.104, -4.744], [-4.244, -0.500, -7.998], [-3.946, -1.967, -8.086], [-3.636, -2.312, -6.745], [-4.237, -1.388, -5.943], [-4.315, -1.477, -4.754], [-4.735, -0.351, -6.674], [-4.991, -0.181, -8.727], [-3.348, 0.117, -8.115], [-4.813, -2.551, -8.410], [-3.105, -2.183, -8.747], [-2.855, 4.187, 7.347], [-2.549, 2.723, 7.276], [-2.222, 2.399, 8.623], [-2.819, 3.328, 9.416], [-2.885, 3.257, 10.611], [-3.332, 4.351, 8.678], [-3.613, 4.491, 6.623], [-1.965, 4.809, 7.212], [-3.415, 2.129, 6.970], [-1.715, 2.504, 6.609], [-3.952, -6.259, 8.285], [-2.894, -5.584, 7.466], [-3.497, -4.345, 7.121], [-4.449, -4.088, 8.059], [-5.031, -3.048, 8.163], [-4.653, -5.167, 8.864], [-3.532, -6.905, 9.058], [-4.647, -6.841, 7.674], [-1.982, -5.387, 8.038], [-2.634, -6.152, 6.571], [4.081, 12.921, -1.210], [3.816, 12.351, 0.150], [3.471, 11.000, -0.128], [4.029, 10.685, -1.334], [4.076, 9.578, -1.793], [4.528, 11.793, -1.949], [4.844, 13.701, -1.193], [3.177, 13.317, -1.682], [4.703, 12.364, 0.790], [3.000, 12.861, 0.664], [5.380, -7.064, -9.859], [4.277, -6.413, -10.638], [3.165, -7.264, -10.391], [3.408, -7.911, -9.219], [2.598, -8.579, -8.634], [4.686, -7.704, -8.796], [6.100, -6.341, -9.472], [5.913, -7.821, -10.440], [4.042, -5.409, -10.273], [4.496, -6.360, -11.705], [-6.506, -5.958, -0.607], [-7.706, -6.843, -0.741], [-7.900, -6.910, -2.148], [-6.698, -6.639, -2.731], [-6.469, -6.776, -3.899], [-5.795, -6.196, -1.816], [-5.895, -6.213, 0.260], [-6.771, -4.897, -0.556], [-7.527, -7.853, -0.360], [-8.587, -6.429, -0.247]], "atomic_forces_ev_per_a": [[-0.3, 0.6, 1.3], [0.5, -0.5, -0.5], [-0.1, -0.9, 1.0], [-0.8, -0.4, 0.6], [1.1, 0.2, -0.3], [0.1, -1.1, -0.2], [0.3, 2.4, -1.4], [1.6, -0.7, 1.6], [-1.8, 1.1, -1.7], [0.6, 0.5, 0.6], [-4.1, 0.5, 2.8], [2.1, -0.4, -0.4], [2.5, 0.5, -2.4], [-4.9, 3.7, -2.1], [2.4, 0.9, 2.3], [3.8, -4.4, 0.4], [1.7, 0.3, 0.2], [-2.5, -1.0, 1.1], [-0.3, -0.2, -2.5], [-0.5, 0.2, -1.0], [-0.8, 1.8, -2.0], [-1.4, -0.4, 2.6], [0.1, -0.6, 1.7], [-0.8, 1.3, -0.7], [1.8, 0.2, -0.5], [1.3, -1.1, 0.0], [-0.3, 1.2, -1.5], [-1.0, 1.5, 0.6], [0.2, -1.2, 1.0], [0.6, 0.9, -1.4], [-1.4, 0.7, 0.0], [1.6, -0.3, -0.8], [-0.6, -0.6, 1.6], [-0.4, -1.9, 0.6], [-1.3, 0.6, 0.6], [-1.2, -1.3, -1.2], [1.3, -1.7, -0.1], [-0.1, -1.4, -0.3], [1.7, 0.1, 1.1], [0.0, -0.7, -0.1], [0.8, 0.0, 0.0], [-0.5, -0.1, 0.0], [-0.8, 0.9, 0.3], [0.8, -0.6, -0.8], [0.1, 0.6, 0.0], [-0.3, 0.3, 0.0], [0.0, 0.0, 0.0], [-0.1, 0.0, -0.1], [-0.1, 0.2, 0.1], [-1.0, -0.2, -0.2], [-0.4, 0.5, 0.4], [0.2, -0.3, -0.3], [0.7, -0.4, -0.5], [-0.8, 0.3, 0.3], [0.7, 0.2, 0.4], [0.2, -0.1, -0.1], [0.0, 0.1, 0.0], [0.0, -0.1, 0.0], [0.2, -0.1, 0.0], [0.6, 0.4, -0.3], [-0.3, 0.6, 0.2], [0.3, -0.2, -0.1], [-0.3, -1.3, 0.3], [-0.1, 1.8, 0.0], [-0.6, -0.1, 0.2], [-0.1, -0.3, 0.0], [0.0, 0.0, 0.1], [0.0, 0.0, 0.0], [-0.1, -0.2, 0.1], [0.1, 1.1, -0.3], [0.0, 0.6, 0.9], [0.2, -0.5, -0.7], [0.2, -0.3, -0.3], [-0.1, 0.6, 0.4], [-0.3, -1.0, 0.4], [0.0, -0.2, -0.2], [0.1, -0.1, 0.0], [0.0, 0.0, -0.1], [0.0, -0.2, 0.0], [0.6, -0.4, 0.2], [-0.1, 0.1, 0.8], [0.2, -0.2, -0.4], [-0.6, 0.1, -1.1], [0.5, 0.0, 0.9], [-0.3, 0.4, 0.0], [-0.1, 0.0, -0.2], [0.0, 0.0, 0.0], [0.1, 0.0, -0.1], [-0.1, 0.1, -0.2], [-0.6, -0.8, -0.3], [0.2, -0.7, 0.5], [-0.3, 0.5, -0.4], [0.3, 0.7, 0.0], [0.0, -1.1, 0.0], [0.6, 0.4, 0.2], [0.0, 0.2, -0.1], [0.0, 0.0, 0.1], [0.0, 0.1, -0.1], [0.1, 0.2, 0.0], [0.0, 0.6, -0.5], [0.2, -0.5, -0.5], [-0.2, 0.4, 0.1], [-0.2, -0.1, 1.5], [-0.7, 0.2, -1.8], [0.1, -0.4, 0.0], [0.0, 0.0, 0.2], [0.0, -0.1, 0.0], [0.0, 0.0, 0.0], [0.0, -0.1, 0.2], [-0.1, 0.5, -0.7], [0.1, -0.5, -0.8], [-0.3, 0.6, 0.6], [0.0, -0.2, 0.8], [0.0, 0.1, -0.8], [0.1, -0.4, 0.5], [0.0, 0.0, 0.2], [0.0, 0.0, 0.0], [0.1, 0.0, 0.0], [-0.1, -0.1, 0.3], [-0.1, -0.8, 0.2], [0.7, -0.3, -0.4], [-0.5, 0.1, 0.4], [-0.5, 1.0, 0.1], [0.4, -0.8, -0.1], [0.1, 0.4, -0.3], [-0.1, 0.2, 0.1], [0.0, 0.1, 0.0], [-0.1, 0.0, 0.0], [-0.1, 0.2, 0.0], [0.0, 0.8, -0.3], [-0.1, 0.4, 0.8], [0.2, 0.0, -0.6], [0.2, -1.3, -0.7], [-0.1, 1.3, 0.5], [-0.2, -0.4, 0.3], [0.0, -0.2, -0.1], [0.0, 0.0, 0.0], [0.0, 0.0, -0.1], [0.0, -0.2, 0.0], [0.9, 0.1, -0.1], [0.0, 0.7, -0.6], [0.2, -0.4, 0.5], [-1.1, -0.7, 0.5], [1.0, 0.7, -0.6], [-0.6, -0.1, -0.1], [-0.1, -0.2, 0.1], [-0.1, 0.0, 0.0], [0.0, -0.1, 0.0], [-0.2, -0.1, 0.1], [0.4, 0.4, 0.8], [-0.5, -0.2, 0.6], [0.4, 0.1, -0.3], [0.5, 0.0, -0.9], [-0.2, 0.0, 0.8], [-0.6, -0.4, -0.6], [0.0, 0.1, -0.3], [0.0, -0.1, -0.1], [0.0, 0.1, 0.0], [0.0, -0.1, -0.2]]}

=====

For the records above, the corresponding strongest force on any atom values read 2.53; 6.44 eV Å⁻¹.